1.
6 unconnected molecules or ions with the total composition C34H78FNO21S2. Source: the Open Molecules 2025 dataset; level of theory: the ωB97M-V functional and the def2-TZVPD basis.

SMILES: CC(=O)OCN(S(C)(=O)=O)S(=O)(=O)F.COCCOCCOC.COCCOCCOC.COCCOCCOC.COCCOCCOC.COCCOCCOC
HOMO-LUMO gap (eV): 6.84
HOMO level (eV): -8.82

Last column: Mulliken charge in e.
Cartesian coordinates (Å):
C (11.81864, -0.13015, -0.78050)  -0.8331
C (10.21390, 0.17200, -0.46911)  0.5319
O (9.87815, 1.48058, -0.30194)  -0.5216
O (9.18501, -0.86877, -0.32069)  -0.1596
C (8.15983, -0.80018, -1.37374)  -0.3642
N (6.99950, -1.75739, -1.13577)  0.0125
S (5.71185, -1.02380, -0.21191)  0.9404
C (4.96532, 0.51431, -0.98054)  -0.7845
O (4.55549, -2.09376, -0.11381)  -0.5588
O (6.10869, -0.72161, 1.27026)  -0.5345
S (7.51927, -3.28701, -0.47316)  1.1219
O (6.51627, -4.46914, -0.75002)  -0.5015
O (7.85805, -3.22630, 1.06582)  -0.4452
F (8.99947, -3.69153, -1.29995)  -0.2907
H (12.00347, -0.51921, -1.88199)  0.2446
H (12.44770, 0.85681, -0.67291)  0.2971
H (12.28237, -0.91841, -0.03190)  0.2894
H (7.75168, 0.28629, -1.57893)  0.3146
H (8.66388, -1.15230, -2.39580)  0.3424
H (4.54766, 0.25158, -2.04943)  0.3890
H (4.00629, 0.78218, -0.32261)  0.1112
H (5.68578, 1.43637, -0.99519)  0.3975
C (4.18335, 1.84373, 2.83221)  -0.7143
O (3.71730, 2.96399, 2.09294)  -0.2030
C (2.30926, 2.95492, 1.86574)  -0.3841
C (1.68677, 4.32563, 2.15871)  -0.3640
O (1.70020, 4.72889, 3.53440)  -0.4761
C (2.97925, 5.00396, 4.11868)  -0.2835
C (3.73085, 6.21158, 3.53900)  -0.5004
O (4.16503, 5.96094, 2.20572)  -0.3069
C (3.92139, 7.03692, 1.31337)  -0.8482
H (4.36154, 1.00127, 2.15790)  0.0640
H (5.12971, 2.12679, 3.30368)  0.2321
H (3.48814, 1.55885, 3.62408)  0.4218
H (1.80929, 2.19412, 2.47266)  0.3457
H (2.15387, 2.70871, 0.81288)  0.2860
H (0.62941, 4.27168, 1.88193)  0.4653
H (2.11328, 5.10273, 1.52483)  0.0650
H (3.60100, 4.10936, 4.11780)  0.0257
H (2.77629, 5.22053, 5.17403)  0.4346
H (4.62305, 6.39663, 4.14019)  0.4098
H (3.08025, 7.09592, 3.59158)  0.3201
H (2.96952, 7.53342, 1.51976)  0.3801
H (3.87243, 6.62933, 0.30098)  0.2684
H (4.74354, 7.75448, 1.36666)  0.3476
C (-2.32184, 1.19249, 1.12454)  -0.9110
O (-1.39229, 0.25688, 1.65300)  -0.1930
C (-1.88230, -0.46140, 2.78359)  -0.6773
C (-1.59239, -1.96243, 2.66100)  -0.2936
O (-2.30453, -2.64625, 1.62149)  -0.3458
C (-1.96849, -2.30584, 0.27087)  -0.4014
C (-0.54486, -2.67246, -0.17428)  -0.6239
O (0.42820, -1.86936, 0.48689)  -0.1950
C (1.53929, -2.60413, 0.97576)  -0.7769
H (-2.25314, 2.13572, 1.67390)  0.2896
H (-2.05517, 1.37141, 0.07817)  0.2407
H (-3.34411, 0.81044, 1.14772)  0.4203
H (-2.95750, -0.31123, 2.91979)  0.3716
H (-1.36807, -0.06805, 3.66344)  0.3816
H (-1.91400, -2.43593, 3.59369)  0.4364
H (-0.52289, -2.15907, 2.58958)  0.1052
H (-2.19049, -1.25765, 0.07359)  0.0399
H (-2.66436, -2.87706, -0.35469)  0.5079
H (-0.44749, -2.48253, -1.24486)  0.4059
H (-0.37735, -3.74286, 0.01088)  0.3314
H (1.24456, -3.58144, 1.36713)  0.3534
H (1.98291, -2.03600, 1.79666)  0.2197
H (2.28264, -2.72057, 0.18359)  0.2954
C (-3.15283, -5.40108, 1.96987)  -0.8606
O (-4.21216, -6.25479, 2.37939)  -0.2930
C (-4.58507, -6.08993, 3.74615)  -0.4365
C (-6.10842, -6.00867, 3.90420)  -0.2730
O (-6.72554, -4.83952, 3.34960)  -0.4817
C (-6.70373, -4.70765, 1.92302)  -0.2585
C (-7.50860, -5.75883, 1.14425)  -0.3427
O (-6.90808, -7.04695, 1.23947)  -0.1976
C (-7.83226, -8.09030, 1.50536)  -0.8958
H (-2.19044, -5.85575, 2.22141)  0.3505
H (-3.21819, -5.28780, 0.88317)  0.2570
H (-3.23374, -4.40741, 2.41440)  0.4197
H (-4.12862, -5.19621, 4.18212)  0.2810
H (-4.21475, -6.96244, 4.28917)  0.3895
H (-6.32551, -5.97121, 4.97611)  0.4429
H (-6.59739, -6.91216, 3.54059)  0.0227
H (-5.67862, -4.64111, 1.56024)  -0.0512
H (-7.15399, -3.73009, 1.71446)  0.4298
H (-7.52119, -5.48528, 0.08750)  0.2217
H (-8.54186, -5.76705, 1.51896)  0.4034
H (-8.61923, -7.77509, 2.19563)  0.4366
H (-7.28590, -8.91155, 1.97493)  0.2250
H (-8.26834, -8.44520, 0.56858)  0.2446
C (5.12971, 11.39450, -4.29538)  -0.8278
O (4.42817, 11.93213, -3.18295)  -0.2921
C (3.11766, 11.39406, -3.01763)  -0.5359
C (2.84970, 11.01356, -1.55626)  -0.2989
O (3.62024, 9.91439, -1.05285)  -0.4101
C (5.03091, 10.12084, -0.91012)  -0.2870
C (5.44907, 11.16590, 0.13499)  -0.5521
O (5.09057, 12.48196, -0.27541)  -0.2772
C (4.49246, 13.25785, 0.75106)  -0.8171
H (4.85983, 11.93996, -5.20412)  0.2968
H (6.20018, 11.52515, -4.10817)  0.2378
H (4.94073, 10.32670, -4.42038)  0.3899
H (2.95996, 10.51784, -3.65365)  0.3381
H (2.41004, 12.16881, -3.32147)  0.3884
H (1.80580, 10.69265, -1.48692)  0.4234
H (2.93229, 11.87677, -0.89622)  0.0832
H (5.48868, 10.31996, -1.87846)  0.0447
H (5.43492, 9.15445, -0.58650)  0.4628
H (6.53519, 11.14546, 0.24287)  0.4015
H (4.99356, 10.90678, 1.10116)  0.3261
H (3.83492, 12.65943, 1.38722)  0.3807
H (3.88410, 14.03124, 0.27648)  0.2377
H (5.26894, 13.73730, 1.35180)  0.3014
C (-5.35425, -7.98924, -3.70195)  -0.8431
O (-6.69635, -8.35823, -3.41673)  -0.3221
C (-7.23600, -7.71168, -2.26563)  -0.2006
C (-8.64304, -7.16604, -2.53894)  -0.2146
O (-8.71409, -6.08075, -3.47298)  -0.4890
C (-8.38680, -6.37432, -4.83669)  -0.3005
C (-9.34241, -7.33553, -5.55927)  -0.4823
O (-9.24247, -8.65670, -5.03631)  -0.2867
C (-10.49772, -9.27839, -4.80994)  -0.8376
H (-4.66671, -8.60302, -3.11310)  0.3181
H (-5.17622, -8.17819, -4.76525)  0.2547
H (-5.17390, -6.92873, -3.51672)  0.3670
H (-6.59215, -6.89547, -1.92446)  0.2901
H (-7.28998, -8.45943, -1.47112)  0.1086
H (-9.02786, -6.76421, -1.59662)  0.4514
H (-9.33351, -7.96142, -2.81863)  0.0452
H (-7.35169, -6.70379, -4.91966)  0.0536
H (-8.43251, -5.41221, -5.36026)  0.4258
H (-9.06688, -7.38378, -6.61448)  0.4049
H (-10.36747, -6.94692, -5.47964)  0.3192
H (-11.24398, -8.57190, -4.43692)  0.3957
H (-10.35839, -10.04939, -4.04863)  0.2349
H (-10.84800, -9.74983, -5.73119)  0.2943


2.
2 unconnected molecules or ions with the total composition C4H8O2. Source: the Open Molecules 2025 dataset; level of theory: the ωB97M-V functional and the def2-TZVPD basis.

SMILES: C=C(C)C=O.O
HOMO-LUMO gap (eV): 10.52
HOMO level (eV): -9.92

Last column: Mulliken charge in e.
Cartesian coordinates (Å):
C (-0.35800, -1.35167, -0.52774)  -0.8993
C (0.27227, -0.31660, 0.03167)  0.5202
C (0.29967, -0.03502, 1.50927)  -1.2507
C (1.20681, 0.48671, -0.81142)  0.0991
O (0.90285, 1.22792, -1.72053)  -0.5061
H (-0.27368, -1.55177, -1.59244)  0.2987
H (-0.91910, -2.05162, 0.08583)  0.3255
H (0.38024, 1.03124, 1.74227)  0.3411
H (1.16499, -0.55275, 1.93461)  0.3537
H (-0.60777, -0.41076, 1.98967)  0.3206
H (2.27131, 0.31908, -0.55180)  0.3291
O (-1.61794, 1.29480, -0.40341)  -0.6797
H (-1.71697, 0.34637, -0.58038)  0.3975
H (-1.00468, 1.56407, -1.10559)  0.3504


3.
A molecular structure, C43H56N5P2W. Source: the Open Molecules 2025 dataset; level of theory: the ωB97M-V functional and the def2-TZVPD basis.

Total charge: +3
HOMO-LUMO gap (spin up / spin down) (eV): 4.83 / 4.88
<S²>: 2.07
Spin multiplicity: 3
HOMO level (spin up / spin down) (eV): -14.23 / -14.23

Last column: Mulliken spin population.
Cartesian coordinates (Å):
W (10.98726, 11.29947, 11.70608)  1.4948
C (12.27373, 13.28666, 13.78848)  0.0186
C (11.03405, 14.23640, 13.63556)  -0.0132
C (9.61947, 13.86320, 14.17436)  -0.0206
C (9.23605, 15.01278, 15.12781)  -0.0027
C (8.10097, 15.74887, 15.19513)  0.0011
C (6.78466, 15.67091, 14.50271)  -0.0004
C (6.45867, 14.69084, 13.62126)  0.0037
N (7.23846, 13.66034, 13.19079)  0.0087
N (12.65131, 12.36357, 12.65012)  -0.0378
C (13.67779, 11.39015, 13.18844)  0.0021
C (13.54104, 9.95364, 12.68788)  0.0380
C (14.61210, 9.09822, 12.81061)  0.0040
C (14.44953, 7.81513, 12.34372)  0.0171
C (13.20473, 7.36702, 11.90677)  -0.0066
C (12.14454, 8.27064, 11.86628)  0.0195
N (12.34021, 9.59155, 12.16584)  0.0334
C (13.27430, 13.11230, 11.51554)  0.0836
C (12.21667, 13.91149, 10.84129)  0.0609
C (12.38072, 15.16511, 10.29903)  -0.0082
C (11.36390, 15.75125, 9.54462)  0.0274
C (10.12818, 15.05404, 9.43689)  -0.0272
C (9.97174, 13.83622, 10.10046)  0.0879
N (11.01796, 13.24446, 10.70448)  -0.0442
H (12.04726, 12.60165, 14.65635)  0.0013
H (13.12879, 13.95972, 13.93128)  0.0027
H (10.89610, 14.65607, 12.56680)  0.0168
H (11.32971, 15.04718, 14.28972)  0.0010
H (9.94193, 15.26698, 15.86258)  0.0001
H (8.14338, 16.54601, 15.93875)  0.0002
H (6.02955, 16.42786, 14.66237)  -0.0001
H (5.46221, 14.62781, 13.23736)  -0.0005
H (13.59856, 11.30976, 14.29982)  -0.0007
H (14.70825, 11.85056, 12.98729)  -0.0049
H (15.58791, 9.46394, 13.09408)  0.0006
H (15.29340, 7.08573, 12.43496)  -0.0014
H (13.09939, 6.36932, 11.53356)  0.0011
H (11.17008, 8.02944, 11.58637)  0.0090
H (13.66140, 12.34627, 10.84241)  -0.0046
H (14.05682, 13.77182, 11.87146)  0.0028
H (13.27802, 15.70327, 10.54844)  0.0013
H (11.43494, 16.69896, 9.04665)  -0.0025
H (9.32714, 15.51423, 8.81092)  0.0008
H (9.00818, 13.30736, 10.01964)  0.0104
C (10.45087, 9.80968, 16.51349)  0.0003
C (10.50947, 9.69676, 14.99026)  0.0061
C (9.99320, 8.32738, 14.58884)  0.0035
P (9.76012, 11.09200, 13.92688)  0.2611
C (9.52993, 12.52328, 15.04902)  -0.0225
C (8.31282, 12.46529, 16.04087)  -0.0018
C (8.65794, 13.83426, 12.98716)  -0.0456
C (8.20332, 10.44418, 13.35904)  -0.0585
C (7.03203, 10.31252, 14.14703)  -0.0006
C (5.88048, 9.99501, 13.55270)  -0.0042
C (5.73285, 10.02405, 12.15211)  0.0084
C (6.81885, 10.23826, 11.35790)  -0.0090
C (8.08990, 10.31834, 11.94782)  0.0650
N (9.34187, 10.31305, 11.18776)  -0.1834
C (9.43495, 9.12795, 10.33906)  0.0224
C (8.60524, 7.99675, 10.50168)  -0.0340
C (8.89887, 6.79156, 9.88053)  0.0139
C (9.96050, 6.68992, 8.99080)  -0.0246
C (10.74230, 7.82610, 8.72443)  0.0082
C (10.55100, 8.99863, 9.42832)  -0.0259
P (11.54892, 10.49950, 9.22757)  0.0996
C (10.66309, 11.60759, 8.03140)  0.0220
C (9.96620, 10.86352, 6.91732)  0.0008
C (11.53180, 12.77454, 7.42294)  0.0045
C (13.20404, 10.25782, 8.52490)  -0.0116
C (13.25177, 9.82546, 7.06424)  0.0056
C (14.05902, 9.30458, 9.31152)  0.0211
H (11.19926, 9.10611, 16.87944)  0.0014
H (9.46423, 9.43241, 16.92851)  -0.0002
H (10.63152, 10.84071, 16.90180)  -0.0005
H (11.51276, 9.73849, 14.65556)  0.0148
H (9.01107, 8.07008, 15.01576)  0.0011
H (10.68487, 7.56746, 14.92868)  0.0016
H (9.80637, 8.12512, 13.52455)  -0.0014
H (10.40051, 12.55482, 15.61974)  -0.0043
H (7.36124, 12.85115, 15.62954)  0.0010
H (8.47675, 13.13000, 16.88985)  -0.0002
H (8.23513, 11.49089, 16.53510)  0.0001
H (6.92924, 13.03640, 12.47959)  0.0032
H (8.96855, 13.03685, 12.34865)  0.1173
H (8.84068, 14.78314, 12.50886)  -0.0033
H (7.12905, 10.51054, 15.18362)  -0.0016
H (4.94412, 9.84330, 14.09586)  -0.0001
H (4.76587, 9.89824, 11.75523)  0.0000
H (6.72450, 10.25072, 10.25385)  0.0006
H (7.79282, 8.08240, 11.17546)  -0.0038
H (8.34289, 5.90959, 10.17265)  0.0002
H (10.18773, 5.72714, 8.50223)  -0.0002
H (11.55449, 7.77443, 8.02678)  -0.0022
H (9.81006, 12.02833, 8.65718)  -0.0095
H (10.65563, 10.17509, 6.29580)  0.0001
H (9.51389, 11.57320, 6.28329)  -0.0001
H (9.11516, 10.24502, 7.25656)  0.0007
H (12.08016, 12.42237, 6.53943)  0.0003
H (12.20140, 13.15561, 8.22698)  -0.0016
H (10.87080, 13.54134, 7.05633)  0.0003
H (13.66210, 11.22595, 8.57689)  -0.0013
H (12.78048, 8.87486, 7.05004)  -0.0011
H (14.31911, 9.79791, 6.83677)  0.0000
H (12.88012, 10.49661, 6.30874)  0.0002
H (13.74640, 8.26531, 9.08782)  0.0004
H (13.89887, 9.47787, 10.38916)  -0.0061
H (15.09324, 9.38460, 9.05223)  0.0000


4.
C6H12N2O2S in the gas phase. Source: the Open Molecules 2025 dataset; level of theory: the ωB97M-V functional and the def2-TZVPD basis.

HOMO-LUMO gap (eV): 9.60
HOMO level (eV): -8.97

Last column: Mulliken charge in e.
Cartesian coordinates (Å):
C (0.63557, 1.73652, 1.25893)  -0.1802
C (-0.31083, 0.97810, 2.19145)  -0.2802
C (-1.03050, -0.03558, 1.43091)  -1.0616
C (0.11012, 0.19334, -0.35572)  0.5117
C (-2.08930, -0.42388, -1.47856)  -1.4233
C (-0.64993, -0.08620, -1.60593)  -0.3369
N (0.71081, 1.43362, -0.00143)  -0.6334
N (2.59579, -0.76819, -1.14411)  -0.4420
O (2.01474, -0.44219, 1.31556)  -0.6360
O (1.05893, -2.33238, 0.09349)  -0.6031
S (1.46672, -0.97792, 0.09684)  1.0873
H (1.42414, 2.53097, 1.56787)  0.3270
H (0.18920, 0.37368, 3.06783)  0.2091
H (-1.02056, 1.68996, 2.55660)  0.4392
H (-0.89908, -1.11240, 1.59823)  0.4119
H (-2.04892, 0.13500, 1.13949)  0.4017
H (-2.42285, -1.00928, -2.42257)  0.3529
H (-2.64770, 0.47451, -1.40927)  0.3724
H (-2.27462, -1.04423, -0.60141)  0.3575
H (-0.38931, 0.63766, -2.40957)  0.4335
H (-0.06236, -1.03187, -1.88021)  0.1792
H (2.09008, -0.59981, -1.97919)  0.2541
H (3.54987, -0.31941, -1.02922)  0.2593


5.
4 unconnected molecules or ions with the total composition C6H18N2O8S. Source: the Open Molecules 2025 dataset; level of theory: the ωB97M-V functional and the def2-TZVPD basis.

Total charge: +1
HOMO-LUMO gap (spin up / spin down) (eV): 9.75 / 2.80
<S²>: 0.75
Spin multiplicity: 2
HOMO level (spin up / spin down) (eV): -13.85 / -13.84

Last column: Mulliken spin population.
Cartesian coordinates (Å):
C (23.24179, -15.07707, -4.14048)  0.1216
O (23.64466, -13.84665, -4.70440)  0.7245
H (23.27787, -15.16483, -3.05462)  0.0736
H (22.19003, -15.17945, -4.40773)  0.0155
H (23.82021, -15.93469, -4.48402)  0.0523
H (24.59985, -13.75135, -4.71580)  -0.0138
O (24.10925, -16.49647, 1.39635)  0.0008
S (23.47385, -16.47848, 0.06322)  0.0006
O (24.16040, -16.95598, -1.09564)  0.0067
O (21.93334, -17.09616, 0.15192)  0.0004
C (21.33348, -17.46549, -1.06300)  0.0006
C (19.80341, -17.18960, -0.90432)  -0.0001
C (23.00714, -14.67307, -0.23218)  0.0004
H (21.46637, -18.54362, -0.97309)  0.0002
H (21.66921, -17.01041, -1.99482)  0.0005
H (19.53757, -16.13731, -0.80364)  0.0000
H (19.53707, -17.61902, 0.06147)  0.0000
H (19.22210, -17.63455, -1.71191)  0.0000
H (22.86919, -14.23267, 0.75529)  0.0003
H (22.14615, -14.41422, -0.84845)  0.0001
H (23.86862, -14.14824, -0.64512)  -0.0001
C (26.94153, -13.85277, -2.68339)  -0.0010
N (27.46131, -14.19937, -4.05015)  0.0005
O (28.59807, -13.81569, -4.44258)  0.0003
O (26.80635, -14.94955, -4.72117)  0.0066
H (26.75435, -14.86860, -2.33536)  0.0006
H (26.06583, -13.20896, -2.76565)  -0.0006
H (27.71044, -13.21684, -2.24468)  0.0002
C (21.54855, -17.82819, -5.97451)  0.0065
N (22.47683, -18.78708, -6.61300)  -0.0012
O (22.24641, -19.02843, -7.82287)  0.0064
O (23.54572, -19.12059, -6.08141)  0.0024
H (20.49571, -18.05934, -6.13647)  -0.0001
H (21.77122, -16.78245, -6.18652)  -0.0032
H (21.78181, -17.93465, -4.91511)  -0.0017


Number 1: calculated total energy -105379.630 eV. Number 2: calculated total energy -8371.357 eV. Number 3: calculated total energy -73328.599 eV. Number 4: calculated total energy -24323.454 eV. Number 5: calculated total energy -36690.195 eV.